[1]
{
  "formula": "C21H40Cl3N4O4SiSm",
  "method": "wB97M-V/def2-TZVPD",
  "elements": ["C", "C", "H", "H", "H", "C", "C", "H", "H", "H", "H", "Sm", "Cl", "Cl", "H", "H", "C", "C", "N", "H", "C", "O", "H", "H", "H", "H", "H", "H", "C", "C", "N", "H", "C", "O", "H", "H", "H", "H", "O", "C", "C", "C", "H", "C", "H", "C", "H", "C", "C", "H", "H", "H", "Si", "Cl", "C", "C", "C", "H", "H", "H", "H", "H", "H", "H", "H", "H", "N", "C", "N", "O", "H", "H", "H", "H"],
  "coordinates": [[-1.1786, 3.9592, 1.9426], [0.1390, 3.5519, 2.5141], [-1.8128, 4.4703, 2.6661], [-1.6911, 3.0629, 1.5647], [-1.0398, 4.6248, 1.0780], [0.5890, 3.8160, 3.7540], [-0.1549, 4.5849, 4.7916], [1.5800, 3.4648, 4.0566], [-1.1842, 4.8113, 4.5007], [0.3370, 5.5299, 5.0532], [-0.1845, 3.9924, 5.7120], [-0.4134, -0.0764, -0.0934], [0.4627, 1.3357, -2.1240], [-2.9878, 0.3974, -0.0768], [-0.5121, -4.3034, -4.2303], [-1.7239, -2.5011, -5.7246], [-1.1363, -3.9353, -3.4077], [-2.2795, -2.2228, -4.8175], [-1.4867, -2.5265, -3.6224], [-0.5922, -4.0046, -2.4645], [-1.1728, -1.6254, -2.7234], [-0.5844, -1.8907, -1.6261], [-2.4871, -1.1459, -4.8286], [-1.4181, -0.5673, -2.9289], [-2.0395, -4.5559, -3.3685], [-3.2279, -2.7809, -4.7988], [-1.7468, 1.2390, 3.3291], [0.3694, 0.8864, 4.8846], [-1.9450, 0.1644, 3.4178], [-0.0115, -0.1485, 4.9396], [-0.6842, -0.5102, 3.6996], [-2.3941, -0.2007, 2.4914], [-0.1329, -1.4014, 2.8847], [-0.5095, -1.6145, 1.7064], [0.8323, -0.8399, 5.0962], [0.7254, -1.9387, 3.3350], [-2.6299, 0.0086, 4.2607], [-0.7072, -0.2252, 5.7878], [0.2076, 1.4723, 1.4617], [0.9023, 2.6490, 1.5458], [2.8878, 1.4191, 2.6505], [2.3936, 2.4545, 1.8521], [2.1936, 0.6790, 3.0520], [4.2559, 1.3662, 2.9376], [0.8363, 3.1308, 0.5542], [3.2717, 3.4122, 1.3354], [4.6313, 0.5740, 3.5849], [5.1368, 2.3208, 2.4206], [4.6400, 3.3533, 1.6137], [2.8666, 4.2453, 0.7465], [6.2087, 2.2653, 2.6386], [5.3175, 4.1117, 1.2071], [-6.9537, 0.9795, -1.2008], [-6.5796, 2.4172, 0.2754], [-7.0475, -0.6467, -0.2711], [-5.4813, 1.2732, -2.3199], [-8.5447, 1.1346, -2.2342], [-6.1999, -0.7179, 0.4258], [-7.0103, -1.5007, -0.9634], [-7.9869, -0.6967, 0.3020], [-9.4395, 0.9881, -1.6110], [-8.5436, 0.3556, -3.0162], [-8.6002, 2.1132, -2.7321], [-4.5686, 1.2408, -1.7002], [-5.5424, 2.2754, -2.7739], [-5.3875, 0.5105, -3.1062], [4.1631, -1.3351, -0.0276], [2.9335, -1.1148, -0.5749], [2.8464, -1.3736, -1.9037], [1.9536, -0.7366, 0.1079], [4.8794, -1.7064, -0.6361], [4.3454, -1.2044, 0.9518], [2.0169, -1.1080, -2.4040], [3.6749, -1.6187, -2.4321]],
  "s2": 8.758,
  "de_lowest_kcal_mol": 0.00,
  "spin_multiplicity": 6
}

---

[2]
{
  "formula": "C21H40F2O17V2",
  "method": "wB97M-V/def2-TZVPD",
  "elements": ["V", "V", "F", "F", "C", "C", "C", "O", "C", "C", "C", "O", "O", "O", "H", "H", "C", "C", "C", "O", "C", "C", "C", "O", "O", "O", "H", "H", "C", "O", "H", "H", "H", "H", "C", "O", "H", "H", "H", "H", "C", "O", "H", "H", "H", "H", "C", "O", "H", "H", "H", "H", "C", "O", "H", "H", "H", "H", "C", "O", "H", "H", "H", "H", "C", "O", "H", "H", "H", "H", "C", "O", "H", "H", "H", "H", "C", "O", "H", "H", "H", "H"],
  "coordinates": [[0.0072, 2.3812, -4.0391], [0.7222, 1.8566, 3.2245], [-0.2605, 3.2017, 4.2215], [0.1232, 0.3616, 4.3163], [1.2124, 0.4015, -0.5550], [0.4540, 0.7025, -1.6845], [-0.8879, 1.1699, -1.5374], [-1.4936, 1.7971, -2.4683], [-1.5242, 1.2563, -0.2650], [-0.7161, 1.0714, 0.8977], [0.6557, 0.5475, 0.7246], [1.3938, 0.6001, 1.7769], [-0.9754, 1.5270, 2.0451], [1.0186, 0.7616, -2.8466], [2.2564, 0.1431, -0.6616], [-2.4887, 1.7332, -0.1481], [1.0804, 3.7466, -0.3364], [0.3964, 4.2750, -1.4209], [-0.6512, 5.3282, -1.2596], [-1.3659, 5.7155, -2.1732], [-0.8985, 5.7900, 0.0607], [-0.1979, 5.3138, 1.2444], [0.7597, 4.0942, 1.0157], [1.2088, 3.5135, 2.0120], [-0.3093, 5.7554, 2.3555], [0.7175, 3.8220, -2.5690], [1.8251, 2.9644, -0.3632], [-1.6706, 6.5296, 0.2336], [1.8125, -2.2041, 3.0336], [0.9951, -2.3479, 4.1595], [2.5690, -2.9858, 2.9228], [1.2931, -2.1682, 2.0644], [2.4100, -1.2848, 3.0453], [0.6370, -1.4589, 4.3183], [-4.2519, -0.1596, -1.8178], [-4.8130, 0.3786, -3.0109], [-4.3442, 0.5906, -1.0298], [-4.8538, -1.0323, -1.5831], [-3.2074, -0.4410, -1.9578], [-4.4796, 1.2629, -3.1777], [4.6155, -1.4947, 0.7871], [5.4519, -2.5302, 0.2800], [5.0730, -1.1302, 1.7104], [4.5622, -0.6444, 0.1005], [3.6208, -1.8672, 1.0089], [6.3761, -2.2724, 0.2722], [-2.5578, -1.7126, 4.4687], [-2.6926, -0.4108, 3.8964], [-2.5245, -1.5902, 5.5576], [-3.4333, -2.3234, 4.2576], [-1.6274, -2.1813, 4.1445], [-1.8314, 0.0088, 4.0198], [-4.7142, 1.0052, 1.9549], [-5.5847, 2.1189, 1.7355], [-3.8267, 1.4409, 2.4153], [-5.1952, 0.2507, 2.5650], [-4.4056, 0.5130, 1.0236], [-5.1187, 2.8095, 1.2607], [4.3911, -0.6796, -3.5989], [4.3352, -2.0482, -4.0168], [4.6677, -0.5856, -2.5457], [5.1119, -0.2223, -4.2780], [3.4084, -0.2163, -3.7192], [4.3918, -2.5543, -3.1918], [2.6349, -3.4512, -1.4600], [3.9737, -3.8410, -1.7955], [2.4141, -3.6260, -0.4088], [2.4236, -2.4481, -1.8423], [2.0243, -4.1168, -2.0721], [4.5628, -3.4810, -1.1123], [-1.9486, -2.4123, 1.0671], [-1.8911, -1.7529, -0.1973], [-2.9175, -2.1934, 1.5215], [-1.8819, -3.4919, 0.9520], [-1.1314, -2.0904, 1.7175], [-1.9447, -0.8029, -0.0593], [-0.1411, -2.3456, -4.2804], [-1.5535, -2.2144, -4.4436], [0.1374, -3.2455, -3.7252], [0.2958, -2.4836, -5.2684], [0.2634, -1.4920, -3.7372], [-1.9722, -2.7043, -3.7312]],
  "s2": 20.064,
  "spin_multiplicity": 9
}

---

[3]
{
  "formula": "C21H40N7O12",
  "method": "wB97M-V/def2-TZVPD",
  "elements": ["C", "N", "C", "C", "O", "C", "C", "O", "C", "C", "O", "C", "O", "C", "N", "C", "N", "N", "C", "O", "C", "N", "C", "N", "N", "O", "C", "C", "C", "O", "C", "O", "O", "C", "C", "O", "C", "O", "C", "O", "H", "H", "H", "H", "H", "H", "H", "H", "H", "H", "H", "H", "H", "H", "H", "H", "H", "H", "H", "H", "H", "H", "H", "H", "H", "H", "H", "H", "H", "H", "H", "H", "H", "H", "H", "H", "H", "H", "H", "H"],
  "coordinates": [[5.1556, -3.2892, -2.1449], [3.8577, -3.8138, -1.7602], [2.7232, -3.2695, -2.4685], [2.4038, -1.7876, -2.1620], [2.4185, -1.6153, -0.7514], [2.1891, -0.2891, -0.3425], [0.8955, -0.1338, 0.4831], [0.1100, 0.7981, -0.1790], [-1.1311, 1.1868, 0.3993], [-1.9817, 0.0262, 0.9262], [-2.2163, -0.9845, -0.0128], [-3.3117, 0.6529, 1.3799], [-4.2481, -0.3261, 1.7564], [-3.0910, 1.6226, 2.5616], [-3.7363, 2.8950, 2.2994], [-5.0469, 3.0125, 2.2033], [-5.8577, 1.9820, 2.4382], [-5.5735, 4.2101, 1.8983], [-1.6019, 1.9311, 2.8074], [-0.9999, 0.8554, 3.4705], [-0.9526, 2.3053, 1.4684], [-1.5631, 3.5552, 1.0594], [-1.0203, 4.2524, 0.1152], [0.0679, 3.9038, -0.6016], [-1.6485, 5.4073, -0.2665], [1.2720, 0.3150, 1.7729], [2.6294, -0.0013, 2.0118], [2.8207, -1.4212, 2.5308], [3.3091, 0.1945, 0.6154], [4.5144, -0.4758, 0.4581], [3.5405, 1.6800, 0.4660], [2.6818, 2.4771, 0.2046], [1.2134, -1.3499, -2.7290], [0.0581, -2.1417, -2.4448], [-1.1144, -1.4783, -3.1645], [-1.4570, -0.2453, -2.5680], [0.2679, -3.5901, -2.8878], [-0.8813, -4.3232, -2.5740], [1.5000, -4.1409, -2.1577], [1.7019, -5.4642, -2.5771], [5.2939, -3.4564, -3.2122], [5.2897, -2.2201, -1.9378], [5.9199, -3.8461, -1.6064], [3.7153, -3.7142, -0.7597], [2.9286, -3.3393, -3.5438], [3.1712, -1.1356, -2.6093], [2.1124, 0.3666, -1.2160], [0.3791, -1.1029, 0.5735], [-1.6638, 1.6213, -0.4585], [-1.5208, -0.4579, 1.7931], [-2.1344, -0.6416, -0.9267], [-3.7165, 1.2207, 0.5216], [-4.0368, -1.1317, 1.2603], [-3.4952, 1.1583, 3.4675], [-3.0359, 3.5088, 1.7881], [-6.8559, 2.0951, 2.3981], [-5.4900, 1.0362, 2.4498], [-4.9794, 5.0194, 1.8670], [-6.5669, 4.3590, 1.9360], [-1.5568, 2.8221, 3.4558], [-0.0903, 0.7488, 3.1549], [0.1280, 2.4309, 1.6315], [0.4997, 4.5723, -1.2146], [0.6245, 3.1033, -0.3466], [-1.1142, 6.0728, -0.7997], [-2.2921, 5.8050, 0.3947], [2.9935, 0.7229, 2.7476], [2.2489, -1.5475, 3.4463], [3.8723, -1.5913, 2.7439], [2.4747, -2.1442, 1.7954], [4.3174, -1.3960, 0.2303], [4.5845, 1.9701, 0.6630], [-0.1446, -2.1422, -1.3651], [-0.8488, -1.3306, -4.2171], [-1.9875, -2.1268, -3.0900], [-0.6426, 0.2688, -2.4838], [0.4629, -3.6190, -3.9722], [-0.6561, -5.2587, -2.6672], [1.3052, -4.1153, -1.0714], [2.6099, -5.7080, -2.3539]],
  "smiles": "CN[C@@H]1[C@H](O[C@H]2[C@H](O[C@H]3[C@H](O)[C@@H](O)[C@H](NC(N)=[NH2+])[C@@H](O)[C@@H]3N=C(N)N)O[C@@H](C)[C@]2(O)C=O)O[C@@H](CO)[C@H](O)[C@H]1O",
  "de_lowest_kcal_mol": 9.70,
  "spin_multiplicity": 1,
  "total_charge": 1
}

---

| no. | E_tot (eV) | molar mass (g mol⁻¹) |
| --- | --- | --- |
| 1 | -99934.6858 | 697.4 |
| 2 | -114036.9247 | 704.4 |
| 3 | -57422.4737 | 582.6 |